# 1
Entry from the OMol25 dataset: a molecular structure, C9H22AgClO5P2 (ωB97M-V with the def2-TZVPD basis set).

Properties
Gap between HOMO and LUMO (spin up / spin down): 7.25 / 6.26 eV
Charge: +1
Multiplicity: 2
Energy: -55016.693 eV

Last column: Löwdin spin population.
Positions of all 40 atoms, in Å:
C (-1.855878, -1.368077, 2.413636)  0.00
C (-3.024726, -1.437690, 1.434433)  0.00
C (-2.686543, -1.913725, 0.012685)  0.00
O (-1.329672, -1.757858, -0.406159)  0.00
C (-1.105210, -0.542251, -1.112702)  0.00
C (0.335376, -0.095410, -0.994502)  0.00
C (0.590622, 1.028349, -1.984399)  0.00
O (-0.370925, 2.027446, -1.807735)  0.00
C (-0.199657, 3.191986, -2.615912)  0.00
C (0.039554, 4.415637, -1.759344)  0.00
C (1.328728, -1.224511, -1.257863)  0.00
O (2.425245, -0.973336, -0.365208)  0.03
P (1.816809, -0.451490, 1.053060)  0.13
P (3.591561, -1.580388, 2.248304)  0.51
O (3.133719, -1.599893, 3.760903)  0.10
Cl (5.207403, -0.457791, 2.177160)  0.12
O (0.585164, 0.359891, 0.344657)  0.02
H (-0.967422, -1.803007, 1.956946)  0.00
H (-2.081950, -1.921604, 3.321380)  0.00
H (-1.633864, -0.348388, 2.703111)  0.00
H (-3.519185, -0.473094, 1.384557)  0.00
H (-3.758321, -2.135969, 1.825759)  0.00
H (-3.325244, -1.378326, -0.687634)  0.00
H (-2.930971, -2.966336, -0.101202)  0.00
H (-1.363706, -0.664127, -2.165975)  0.00
H (-1.727450, 0.249676, -0.705648)  0.00
H (0.526779, 0.599624, -2.988963)  0.00
H (1.602839, 1.416316, -1.833400)  0.00
H (0.652101, 3.038709, -3.278884)  0.00
H (-1.078374, 3.308166, -3.245239)  0.00
H (1.096780, 4.544925, -1.552704)  0.00
H (-0.332276, 5.307615, -2.254721)  0.00
H (-0.499215, 4.304905, -0.823595)  0.00
H (1.746181, -1.167528, -2.257994)  0.00
H (0.914866, -2.221952, -1.139547)  0.00
H (2.689470, 0.662764, 1.153830)  0.04
H (1.277521, -0.295285, 2.371165)  0.03
H (0.947956, -1.774634, 0.999224)  0.00
H (2.707649, -0.774260, 4.069169)  0.01
Ag (0.574267, -3.129078, 2.109349)  0.01

Forces on the atoms, in the same order (eV/Å):
-0.4 -0.2 0.3
0.1 -0.1 -0.1
0.0 0.0 -0.4
0.0 0.1 0.3
-0.2 -0.1 0.3
-0.3 0.1 -0.2
-0.1 0.2 0.1
-0.2 0.0 0.2
0.3 -0.1 -0.1
-0.1 -0.1 0.0
0.7 0.1 -0.3
0.3 -0.6 -0.2
-1.3 1.9 -0.4
0.3 -0.9 -0.7
-0.6 0.5 0.8
0.5 0.4 0.0
-0.2 -0.5 0.1
0.1 0.3 -0.2
0.0 0.0 0.2
0.3 0.1 0.0
0.0 0.2 0.0
-0.2 0.0 0.0
-0.1 0.0 -0.1
0.2 -0.2 0.1
0.0 -0.1 -0.1
-0.1 0.2 0.0
0.1 0.0 -0.2
0.1 0.0 0.0
0.0 0.0 -0.2
-0.2 -0.1 0.0
0.1 0.1 0.2
0.1 0.1 -0.1
-0.1 0.0 0.1
0.0 0.0 -0.1
-0.1 0.0 0.3
0.3 -0.3 0.0
0.3 0.0 0.2
0.4 -0.5 0.2
0.2 -0.3 0.2
0.1 -0.2 -0.1

# 2
Entry from the OMol25 dataset: 2 unconnected molecules or ions with the total composition C9H22BrN5OP (ωB97M-V with the def2-TZVPD basis set).

Properties
Gap between HOMO and LUMO: 7.67 eV
Charge: +1
Multiplicity: 1
Energy: -98512.507 eV

Last column: Mulliken charge in e.
Positions of all 39 atoms, in Å:
Br (-0.941679, 3.523174, 5.331608)  -0.02
C (0.050918, 3.632209, 3.780977)  0.20
N (0.501712, 4.746507, 3.222837)  0.03
C (1.229503, 4.385747, 2.097232)  -0.57
C (1.173353, 3.045233, 2.000025)  -0.06
N (0.433228, 2.585221, 3.069893)  0.09
H (0.359269, 5.681459, 3.573609)  0.21
H (1.747687, 5.054143, 1.433167)  0.40
H (1.633279, 2.410126, 1.260367)  0.47
H (0.239280, 1.612550, 3.270301)  0.22
O (0.627518, -0.024286, 0.638435)  -0.92
P (-0.234532, -0.886095, -0.248757)  0.63
N (0.644621, -2.357376, -0.299434)  0.17
C (1.920406, -2.432279, -0.996901)  -1.00
C (0.749573, -2.959449, 1.028063)  -1.18
N (-0.156510, 0.070165, -1.690245)  0.24
C (0.515423, -0.351816, -2.902606)  -1.09
C (-0.025393, 1.505826, -1.499351)  -0.99
N (-1.673813, -1.596232, -0.716927)  0.12
C (-1.871668, -2.965833, -1.173337)  -0.79
C (-2.826826, -0.721507, -0.906764)  -1.04
H (2.375936, -3.405070, -0.810723)  0.37
H (2.629827, -1.654792, -0.685111)  0.27
H (1.785022, -2.379433, -2.074388)  0.30
H (-0.223368, -2.952039, 1.528808)  0.39
H (1.463789, -2.428757, 1.669024)  0.29
H (1.059091, -4.001650, 0.942422)  0.39
H (1.608025, -0.316260, -2.809641)  0.35
H (0.229299, 0.301513, -3.729672)  0.35
H (0.213357, -1.357954, -3.198152)  0.27
H (1.017069, 1.816161, -1.327393)  0.27
H (-0.619000, 1.841558, -0.649271)  0.28
H (-0.400477, 2.030054, -2.380743)  0.39
H (-1.330575, -3.158580, -2.100607)  0.24
H (-2.933038, -3.136402, -1.356307)  0.39
H (-1.567667, -3.700772, -0.431927)  0.27
H (-2.997218, -0.531113, -1.969585)  0.33
H (-2.677036, 0.238075, -0.411306)  0.30
H (-3.728386, -1.162026, -0.477621)  0.41

Forces on the atoms, in the same order (eV/Å):
0.0 0.1 -0.1
-0.7 -0.2 1.0
0.4 -0.3 -0.5
0.1 0.0 -0.3
0.4 -0.2 -0.3
0.3 0.3 -0.5
-0.1 0.0 0.1
-0.2 0.3 0.2
-0.2 -0.3 0.1
-0.1 0.0 0.0
-2.4 0.4 2.0
3.2 -1.1 -4.3
-0.2 -0.2 -0.1
0.1 0.2 -0.2
-0.2 0.1 0.2
0.0 0.6 0.2
-0.3 -0.3 -0.2
0.3 0.0 0.2
-0.9 0.8 1.9
0.1 -0.4 0.4
0.0 0.1 0.0
-0.1 0.0 0.2
0.0 0.0 0.0
0.0 0.1 0.1
0.0 0.0 0.0
0.0 0.0 0.0
0.0 0.0 -0.1
0.0 0.0 -0.1
0.0 0.1 0.1
0.1 0.0 0.1
0.0 0.1 0.0
0.0 0.0 0.0
0.0 -0.1 -0.1
0.1 0.0 0.0
0.0 0.2 0.0
0.1 0.0 0.0
0.0 0.0 0.0
0.1 0.0 -0.1
0.0 0.0 0.0

# 3
Entry from the OMol25 dataset: 5 unconnected molecules or ions with the total composition C9H22Cl6O6 (ωB97M-V with the def2-TZVPD basis set).

Properties
Gap between HOMO and LUMO: 9.33 eV
Charge: 0
Energy above the lowest of the compared OMol25 structures with the same formula, charge and spin: 45.80 kcal/mol
Multiplicity: 1
Energy: -97105.397 eV

Last column: Mulliken charge in e.
Positions of all 43 atoms, in Å:
Cl (-0.211156, 1.406791, -4.469260)  -0.09
C (-0.592925, 0.699343, -2.848265)  0.30
Cl (-2.285314, 1.127052, -2.408117)  -0.09
Cl (-0.420263, -1.025720, -2.897524)  -0.04
Cl (0.462883, 1.527741, -1.556870)  -0.09
Cl (-4.816218, -0.786414, 0.999698)  -0.21
C (-3.223737, -0.934805, 0.213401)  0.13
C (-2.406348, -1.817513, 1.054386)  -0.21
Cl (-2.979574, -3.503480, 1.005815)  -0.19
H (-2.822217, 0.075603, 0.136184)  -0.09
H (-3.305674, -1.258841, -0.824095)  0.28
H (-2.294169, -1.522606, 2.097724)  0.37
H (-1.377347, -1.865917, 0.698149)  -0.12
O (4.960016, 1.309510, -0.244836)  -0.55
C (3.717405, 0.647961, -0.282692)  -0.06
C (3.767315, -0.390085, 0.854748)  0.09
O (3.409899, 0.295258, 2.060007)  -0.52
H (4.752853, 2.065854, 0.308912)  0.31
H (2.797325, 1.221833, -0.172120)  -0.06
H (3.737811, 0.177686, -1.265818)  0.36
H (4.767639, -0.823035, 0.858891)  0.34
H (3.096041, -1.194513, 0.554098)  -0.24
H (2.459549, 0.423091, 2.014340)  0.32
O (0.860730, -2.731549, 1.487263)  -0.47
C (1.393778, -3.608654, 0.516327)  -0.60
C (0.509862, -3.714316, -0.753072)  0.29
O (-0.094561, -4.935729, -0.922695)  -0.56
H (0.796783, -3.173682, 2.336985)  0.27
H (2.468816, -3.452114, 0.427568)  0.32
H (1.415502, -4.521990, 1.110854)  0.48
H (1.159729, -3.753889, -1.627271)  0.34
H (-0.147204, -2.859359, -0.912471)  -0.35
H (0.429481, -5.686414, -0.633815)  0.31
O (-3.089785, 2.832789, 1.104196)  -0.49
C (-2.598402, 3.776745, 0.094359)  0.12
C (-1.530491, 4.773839, 0.413428)  -0.62
O (-1.004281, 5.574596, -0.644317)  -0.52
H (-3.408381, 3.295590, 1.882597)  0.28
H (-2.282085, 3.266132, -0.815215)  -0.01
H (-3.473726, 4.394448, -0.106527)  0.32
H (-0.667372, 4.237685, 0.807952)  0.27
H (-1.690141, 5.323958, 1.340777)  0.36
H (-0.242042, 5.107121, -0.993682)  0.32

Forces on the atoms, in the same order (eV/Å):
-0.1 -0.4 1.0
-0.2 1.5 0.2
0.6 -0.2 -0.4
0.3 0.1 0.2
-0.7 -0.9 -1.2
-0.4 0.2 -0.4
-0.5 1.0 -0.2
1.8 -0.8 0.3
-0.1 -0.2 0.1
0.1 0.0 0.4
-0.3 -0.4 0.2
-0.5 0.1 -0.1
0.0 0.1 -0.2
-0.6 1.7 0.2
1.1 -2.3 -0.1
-0.9 0.7 -1.4
0.5 -0.8 -0.1
0.8 0.4 0.2
0.3 0.5 -0.1
-0.5 -0.3 0.0
0.0 0.3 0.6
-0.4 -0.2 0.6
-0.1 0.0 0.1
-0.4 1.5 0.1
-0.5 -0.9 1.4
3.1 -0.1 -0.6
-2.6 -1.5 0.5
0.0 0.1 -0.1
0.0 0.7 -0.9
-0.3 -1.1 -1.0
0.8 1.2 -0.1
-0.4 -0.4 0.6
0.3 0.3 0.1
1.7 0.3 -1.0
-2.1 0.7 -0.1
2.9 -0.8 2.1
-1.1 -0.1 0.1
0.0 0.3 -0.1
-0.4 -0.4 0.3
-0.2 -0.1 -0.8
0.3 -0.8 -0.1
-0.9 0.9 -0.4
-0.1 0.0 -0.1

# 4
Entry from the OMol25 dataset: a molecular structure, C9H22N2O2S (ωB97M-V with the def2-TZVPD basis set).

Properties
Gap between HOMO and LUMO: 9.68 eV
Charge: 0
Energy above the lowest of the compared OMol25 structures with the same formula, charge and spin: 153.59 kcal/mol
Multiplicity: 1
Energy: -27592.997 eV

Last column: Mulliken charge in e.
Positions of all 36 atoms, in Å:
C (0.642234, 0.451896, 1.765420)  -0.81
C (-1.672077, -1.494515, 1.890347)  -0.77
C (-1.705264, -1.849613, 0.352838)  -0.57
C (-2.375405, -0.659353, -0.177838)  -0.61
C (-2.313225, -0.766404, -1.694972)  -1.12
C (-0.756030, -0.813942, -2.238351)  -0.94
C (0.217225, 1.587105, -2.304500)  -0.71
C (1.034468, 2.648892, -1.415304)  -0.20
C (2.561322, 2.570758, -1.763099)  -0.81
H (1.722253, 0.564245, 1.967924)  0.40
H (0.157559, 0.199248, 0.604052)  0.05
H (0.021958, 1.214822, 2.070145)  0.47
H (-2.354280, -0.727297, 2.243362)  0.45
H (-1.717081, -2.525622, 2.459975)  0.27
H (-2.199984, -2.743087, 0.246224)  0.54
H (-0.646851, -1.827810, 0.140934)  0.24
H (-3.274127, -0.436380, 0.328354)  0.66
H (-1.835537, 0.236202, -0.141637)  0.25
H (-2.727208, 0.185815, -1.997516)  0.38
H (-2.817073, -1.602409, -2.098599)  0.50
H (-0.608582, -1.104524, -3.417135)  0.26
H (-0.181276, -1.620859, -1.829805)  0.52
H (1.151623, 0.260986, -1.292349)  0.29
H (-0.786110, 2.041586, -2.509613)  0.30
H (0.781846, 1.645630, -3.368304)  0.26
H (0.671070, 3.795915, -1.434646)  0.33
H (0.975128, 2.322691, -0.321260)  -0.10
H (3.045233, 3.357878, -1.009353)  0.29
H (3.010833, 1.657135, -1.363858)  0.38
H (2.177139, 3.678746, -3.410537)  0.33
H (3.165062, 1.859016, -3.807510)  0.31
N (0.026718, 0.333582, -1.662844)  0.00
N (3.151684, 2.974753, -3.184803)  -0.56
O (0.798631, -2.145051, 1.765676)  -0.63
O (-0.052453, -1.073045, 3.991090)  -0.67
S (0.015668, -1.118403, 2.458331)  1.04

Forces on the atoms, in the same order (eV/Å):
-1.7 -3.4 -3.3
1.3 -2.9 0.9
1.6 3.6 4.3
0.7 -0.9 -3.2
1.7 1.3 -0.7
0.5 0.2 -0.9
-0.8 3.5 -2.3
0.0 -0.1 0.0
1.9 2.6 1.5
-0.7 -0.2 -0.5
2.4 1.1 2.8
-1.0 1.9 1.2
-0.2 -0.3 0.1
-0.3 2.2 -0.5
-0.9 -2.1 -0.7
0.0 -0.9 -0.8
-1.6 -0.1 -0.2
1.5 1.3 1.4
-0.3 0.0 -1.1
-0.7 -0.8 -0.6
-0.8 1.5 2.5
-0.4 -0.9 0.5
-4.1 -1.6 -1.3
0.6 -0.3 0.0
-1.2 -0.7 2.0
0.6 -2.8 -0.4
-0.1 0.5 -1.3
-0.8 -1.3 -1.6
-0.1 -0.3 -0.6
3.7 -2.9 -0.5
-0.8 4.8 2.0
4.2 0.1 1.1
-4.7 -2.3 0.3
0.0 0.6 0.9
0.3 0.0 -4.4
0.5 -0.6 3.5

Question: What is the formula in the first record?
Answer: C9H22AgClO5P2

Question: Which value of energy does entry 4 give?
Answer: -27592.997 eV

Question: Number 2 is which compound?
Answer: C9H22BrN5OP

Question: Which value of multiplicity does entry 1 give?
Answer: 2